Entry 1:
A 2-piece molecular cluster, C2HCl2F overall at a distorted geometry, computed with the ωB97M-V functional and the def2-TZVPD basis.

Geometry as XYZ:
```
6
Properties=species:S:1:pos:R:3:forces:R:3:nbo_charge:R:1
C 0.563 0.317 0.020 2.392 1.125 -0.335 -0.248
C -0.350 -0.596 0.110 -5.231 1.896 -0.372 0.412
F -0.542 -1.844 -0.071 1.074 -0.944 0.260 -0.276
Cl 2.335 -0.004 -0.083 -1.459 -0.196 0.076 0.010
H -2.252 0.094 0.124 3.362 -0.951 0.050 0.033
Cl 0.246 2.033 -0.100 -0.138 -0.930 0.320 0.070
```
Positions in Å, forces in eV/Å.

Its spin multiplicity is 1. The value obtained for the maximum force is 5.6 eV/A. As for the calculated total energy: -1096.8612 hartree. The LUMO energy (alpha / beta) comes out at -0.0471 / -0.0422 Ha. Its energy above the lowest of the compared OMol25 structures with the same formula, charge and spin is 441.9 kJ/mol.

***

Entry 2:
C2HCl2NO as an isolated structure at a distorted geometry, computed with the ωB97M-V functional and the def2-TZVPD basis.

Geometry as XYZ:
```
7
Properties=species:S:1:pos:R:3:forces:R:3:nbo_charge:R:1
C 2.088 0.968 -0.276 0.359 -1.603 -0.603 0.847
Cl -1.295 -2.324 0.617 0.406 -0.714 0.096 0.084
H 0.278 1.211 -1.078 -1.363 0.994 -0.307 0.416
N 1.047 0.679 -0.820 1.173 -0.325 0.590 -0.756
Cl -3.374 -0.605 1.116 -0.514 0.149 0.262 0.058
C -1.915 -0.808 0.290 0.103 0.615 -0.382 -0.142
O 3.170 0.878 0.151 -0.163 0.884 0.345 -0.507
```
Positions in Å, forces in eV/Å.

Its spin multiplicity is 1. The value obtained for the maximum force is 1.8 eV/A. As for the calculated total energy: -1127.0875 hartree. The LUMO energy comes out at -0.0393 Ha. Its energy above the lowest of the compared OMol25 structures with the same formula, charge and spin is 229.9 kJ/mol.

***

Entry 3:
A 2-piece molecular cluster, C2HCl2NO overall at a distorted geometry, computed with the ωB97M-V functional and the def2-TZVPD basis.

Geometry as XYZ:
```
7
Properties=species:S:1:pos:R:3:forces:R:3:nbo_charge:R:1
Cl 2.516 -0.513 -1.274 0.962 -0.717 -1.719 0.192
N 2.246 2.552 0.666 0.148 -0.948 -0.351 -0.194
Cl 1.695 -0.981 1.375 -0.037 -0.302 0.870 0.156
H -0.689 0.577 -0.010 1.257 -0.563 -0.668 0.458
C 1.800 0.087 0.076 -4.083 0.231 -0.868 -0.016
O -0.063 0.131 -0.653 2.279 0.643 1.942 -0.777
C 2.122 1.444 0.364 -0.524 1.655 0.794 0.180
```
Positions in Å, forces in eV/Å.

Its spin multiplicity is 1. The value obtained for the maximum force is 4.2 eV/A. As for the calculated total energy: -1127.0731 hartree. The LUMO energy comes out at -0.0530 Ha. Its energy above the lowest of the compared OMol25 structures with the same formula, charge and spin is 267.8 kJ/mol.